The following is a quantum chemistry calculation of the molecule C5H6ClNO2S, from the OMol25 dataset.

Values from the calculation:
SMILES = CN1COSC=C(Cl)C1=O
ΔE to the lowest compared entry with this formula, charge and spin = 170.9 kJ/mol
strongest force on any atom = 0.1181 hartree/bohr
orbital gap = 8.291 eV

```
! wB97M-V def2-TZVPD RIJCOSX def2/J DEFGRID3
* xyz 0 1
C 0.8825 -0.4398 -0.1097
C -1.3071 0.8652 0.4900
C -0.4852 -2.5862 -0.6701
C 0.5865 -1.8782 -0.1554
C 0.7724 2.0023 0.0440
N 0.0560 0.6898 0.0860
O 2.0759 -0.1610 -0.2307
O -1.9635 -0.3944 0.4903
S -1.8525 -1.4972 -0.8081
Cl 2.0763 -2.6891 0.2184
H -1.3786 1.3959 1.4866
H -1.8648 1.6297 -0.1809
H -0.4941 -3.6266 -0.7092
H 1.2449 2.1379 0.9806
H 1.5559 1.7329 -0.7742
H 0.0954 2.8188 -0.1575
*
```

=====

The following is a quantum chemistry calculation of a cluster of 7 separate species, H14O6S in total, from the OMol25 dataset.

Values from the calculation:
SMILES = O.O.O.O.O.O.S
ΔE to the lowest compared entry with this formula, charge and spin = 53.1 kJ/mol
strongest force on any atom = 0.0117 hartree/bohr
orbital gap = 10.484 eV

```
! wB97M-V def2-TZVPD RIJCOSX def2/J DEFGRID3
* xyz 0 1
S 1.7817 -2.9425 -0.9420
H 2.7066 -2.6848 -0.0073
H 2.6426 -2.9719 -1.9678
H 0.9800 0.6173 0.0355
H 1.8028 -0.3406 -0.8672
O 1.0692 0.2961 -0.8698
H -1.7047 -0.1228 0.1394
H -2.6122 0.7389 0.9583
O -2.0443 -0.0373 1.0393
H -1.1909 0.3223 -3.2064
H -0.4221 0.7026 -1.8965
O -1.2837 0.7344 -2.3466
H -2.0212 3.5890 -0.7529
H -2.0576 2.1205 -1.1302
O -2.2431 2.7237 -0.3970
H 0.5534 0.0036 2.4676
H -0.2362 -1.2534 2.2268
O 0.4688 -0.9030 2.7849
H 1.0747 2.4017 2.4713
H -0.1119 2.9620 1.7148
O 0.5452 2.2587 1.6793
*
```

=====

The following is a quantum chemistry calculation of a structure of composition C10H14N5S3Sn, from the OMol25 dataset.

Values from the calculation:
strongest force on any atom = 0.0685 hartree/bohr
orbital gap = 7.409 eV

```
! wB97M-V def2-TZVPD RIJCOSX def2/J DEFGRID3
* xyz 1 1
Sn 1.7324 2.1865 0.2337
C -3.2005 2.9503 -2.5964
S -2.4417 3.8960 -1.3130
C -1.1964 2.8616 -0.6530
S -0.3245 3.6510 0.6118
N -1.1013 1.6867 -1.1523
N -0.0786 0.9000 -0.7170
C 0.1557 -0.2553 -1.2437
C 1.3193 -1.0557 -0.8681
C 1.3951 -2.2888 -1.4129
C 2.4010 -3.0917 -1.0620
C 3.4435 -2.6729 -0.2334
C 3.2926 -1.3141 0.1854
N 2.2700 -0.5355 -0.0726
H -3.5859 3.7612 -3.2442
H -3.9111 2.2741 -2.1322
H -2.5357 2.3094 -3.1597
H -0.5019 -0.7498 -1.9786
H 0.6014 -2.6494 -2.0326
H 2.3533 -4.0710 -1.5270
H 4.3204 -3.2334 -0.0157
H 4.0555 -0.7932 0.7605
C -1.3406 -1.6333 1.6422
N -0.1321 -0.8847 2.0758
C -0.0621 0.3836 2.3610
N -1.1544 1.0875 2.6736
S 1.4507 1.2066 2.6014
H -1.9836 -0.8938 1.1337
H -1.8249 -2.0601 2.4958
H -0.9811 -2.3288 0.9004
H 0.7619 -1.3656 2.1221
H -2.0980 0.6559 2.6493
H -1.0982 2.0666 2.9676
*
```

=====

The following is a quantum chemistry calculation of a cluster of 3 separate species, C2H7NO4 in total, from the OMol25 dataset.

Values from the calculation:
ΔE to the lowest compared entry with this formula, charge and spin = 53.0 kJ/mol
strongest force on any atom = 0.0389 hartree/bohr
orbital gap (spin up / spin down) = 3.556 / 7.095 eV

```
! wB97M-V def2-TZVPD RIJCOSX def2/J DEFGRID3
* xyz -1 2
O -1.8926 1.1030 0.2135
C -0.8320 1.4282 -0.3263
N 0.3701 0.8364 -0.1405
C 1.4999 1.7720 -0.1241
O 2.1981 1.9821 -1.1740
H -0.7915 2.3320 -0.8777
H 0.3481 0.0723 0.5197
H 1.8562 1.9915 0.8403
H -1.9795 0.5334 2.6855
H -2.1793 -0.8294 2.1862
O -1.5772 -0.3445 2.7692
H 1.6753 -3.7673 -1.8058
H 0.1973 -3.5909 -2.2276
O 1.1070 -3.5187 -2.5385
*
```

=====

The following is a quantum chemistry calculation of a structure of composition C3H3InO4, from the OMol25 dataset.

Values from the calculation:
strongest force on any atom = 0.0719 hartree/bohr
orbital gap = 8.222 eV

```
! wB97M-V def2-TZVPD RIJCOSX def2/J DEFGRID3
* xyz 0 1
O 2.1027 -0.1766 0.7011
C 1.0572 -0.3374 0.0700
O 0.7552 -1.2084 -0.7910
O -0.6913 1.3565 -0.0458
C -0.1942 0.3542 0.6661
O -0.9818 -0.2699 1.3539
In -1.4795 -2.0890 -1.0040
C 0.0629 2.5659 -0.1913
H -0.6662 3.3510 -0.4107
H 0.6063 2.8092 0.7306
H 0.7720 2.4714 -1.0232
*
```

=====

The following is a quantum chemistry calculation of the molecule C5H6O3, from the OMol25 dataset.

Values from the calculation:
SMILES = O=C1OCC=CCO1
ΔE to the lowest compared entry with this formula, charge and spin = 119.0 kJ/mol
strongest force on any atom = 0.0534 hartree/bohr
orbital gap = 10.806 eV

```
! wB97M-V def2-TZVPD RIJCOSX def2/J DEFGRID3
* xyz 0 1
C -0.5529 0.8083 -1.4353
C -0.0776 1.2333 0.8846
C 0.3310 -0.0791 1.3912
C 0.5323 -1.1576 0.6454
C -0.0412 -1.2977 -0.7487
H -1.1390 1.5198 0.9905
H 0.5324 1.9921 1.3523
H 0.5052 -0.0402 2.4705
H 1.2010 -1.9177 0.9687
H 0.6569 -1.0688 -1.6089
H -0.4785 -2.2771 -0.9120
O -0.6041 1.0993 -2.5699
O 0.2084 1.4876 -0.5991
O -1.0740 -0.3022 -0.8293
*
```

=====

The following is a quantum chemistry calculation of a structure of composition C4H8N2O2, from the OMol25 dataset.

Values from the calculation:
ΔE to the lowest compared entry with this formula, charge and spin = 575.9 kJ/mol
strongest force on any atom = 0.0556 hartree/bohr
orbital gap (spin up / spin down) = 7.768 / 7.766 eV

```
! wB97M-V def2-TZVPD RIJCOSX def2/J DEFGRID3
* xyz 0 1
C -0.9488 0.5123 1.1241
N 0.4538 0.0312 1.2900
C -0.9001 0.4329 -0.3773
N 1.2924 1.0081 1.1869
C 0.2347 -1.0076 -0.2523
C 1.3028 -1.1432 -1.0456
O -2.0402 0.1535 -1.0652
O -0.2488 1.4530 -0.9752
H -2.3116 -0.7706 -1.0401
H 0.4912 1.7150 -0.3677
H 2.2321 0.5986 1.1369
H -1.6213 -0.2164 1.5760
H -1.1028 1.5144 1.5186
H -0.3880 -1.8679 -0.0234
H 1.9772 -0.3142 -1.2190
H 1.5775 -2.0991 -1.4667
*
```

=====

The following is a quantum chemistry calculation of a cluster of 6 separate species, C2H15NO5 in total, from the OMol25 dataset.

Values from the calculation:
SMILES = C=NC.O.O.O.O.O
ΔE to the lowest compared entry with this formula, charge and spin = 270.8 kJ/mol
strongest force on any atom = 0.0499 hartree/bohr
orbital gap = 9.818 eV

```
! wB97M-V def2-TZVPD RIJCOSX def2/J DEFGRID3
* xyz 0 1
C -1.9565 -0.1570 -1.5145
C -2.8558 -1.2758 0.3206
N -2.1141 -0.3454 -0.0755
H -2.9037 0.1585 -1.9834
H -1.6091 -1.1138 -1.9384
H -1.1853 0.6047 -1.5534
H -3.0404 -1.4218 1.3799
H -3.4407 -2.0929 -0.1462
H 3.2007 -1.7809 -2.1635
H 2.6468 -2.6950 -0.9813
O 2.4721 -1.9563 -1.5705
H 0.4346 2.7976 2.9267
H -0.5122 2.5530 1.7883
O 0.3407 2.9493 1.9790
H 0.5177 -0.2352 0.0401
H -0.3101 0.8617 0.8239
O 0.0187 -0.0323 0.8334
H 1.5334 1.3268 -2.0995
H 0.1495 1.1087 -2.4586
O 1.0418 0.8709 -2.7846
H 1.0156 -0.6332 3.2509
H 1.4012 -0.3667 1.8084
O 1.7745 -0.3615 2.7229
*
```

=====

The following is a quantum chemistry calculation of a structure of composition C7H9NO, from the OMol25 dataset.

Values from the calculation:
ΔE to the lowest compared entry with this formula, charge and spin = 521.6 kJ/mol
strongest force on any atom = 0.0711 hartree/bohr
orbital gap = 7.566 eV

```
! wB97M-V def2-TZVPD RIJCOSX def2/J DEFGRID3
* xyz 0 1
C -0.0554 -0.9026 1.3177
C 1.2522 -1.1784 0.5845
C -0.7929 0.1860 0.5896
C 1.2225 -0.0438 -0.7884
C 0.1831 0.9954 -0.2134
C -2.0638 0.5275 0.7677
C -0.0209 1.3209 -1.5999
N 0.9451 -1.3588 -1.1112
O 2.2376 -1.6919 1.0523
H 0.0422 -1.8400 -1.1433
H -0.6459 -1.8182 1.3899
H 0.2145 -0.6029 2.3371
H 2.2004 0.3179 -1.0931
H 0.7078 1.7465 0.3793
H -2.6899 0.0226 1.4905
H -2.4729 1.4043 0.2849
H -0.6980 0.7267 -2.1971
H 0.4345 2.1890 -2.0471
*
```

=====

The following is a quantum chemistry calculation of a structure of composition C28H35N5P2STi, from the OMol25 dataset.

Values from the calculation:
ΔE to the lowest compared entry with this formula, charge and spin = 0.0 kJ/mol
strongest force on any atom = 0.0964 hartree/bohr
orbital gap (spin up / spin down) = 2.977 / 2.976 eV

```
! wB97M-V def2-TZVPD RIJCOSX def2/J DEFGRID3
* xyz 2 1
Ti 0.5032 -0.6619 3.5077
C -1.1216 0.9573 4.2242
C -1.3589 0.3342 3.0120
C -0.7827 0.8734 1.7303
C 0.5792 0.2643 1.4163
C 1.7492 0.7417 2.2551
C 1.7275 1.7106 3.2295
C 0.6862 2.7374 3.4571
C -0.5442 2.3279 4.3707
C 0.3316 -2.6620 3.3660
H -1.5955 0.5478 5.1197
H -2.0981 -0.4694 2.9272
H -0.7364 1.9706 1.6603
H -1.4775 0.5618 0.9235
H 0.4621 -0.8831 1.4983
H 0.7942 0.4167 0.3307
H 2.7048 0.2740 1.9994
H 2.6589 1.8646 3.7920
H 0.3093 3.2035 2.5283
H 1.1883 3.5696 3.9915
H -0.2441 2.5011 5.4234
H -1.3005 3.1084 4.1677
H 0.3980 -2.9114 4.4456
H 1.1804 -3.1102 2.8345
H -0.6333 -3.0155 2.9756
P 1.5801 -0.8346 -1.0919
P -2.1590 -0.4281 -1.0084
N 2.9385 0.2262 -1.4129
N 2.2348 -2.1437 -2.0903
N -2.4071 1.2663 -1.4367
N -3.6989 -0.9150 -1.7978
C 0.4147 -0.1436 -2.3385
C -0.9618 -0.8345 -2.3569
C 4.0083 0.4331 -0.5292
C 5.0158 1.1086 -1.2017
C 4.5648 1.3311 -2.5445
C 3.2914 0.7882 -2.6439
C 2.2420 -3.4749 -1.6513
C 2.6598 -4.2765 -2.7075
C 2.9201 -3.4169 -3.8286
C 2.6391 -2.1188 -3.4287
C -2.8290 2.1589 -0.4412
C -2.6573 3.4576 -0.8863
C -2.1013 3.3815 -2.2032
C -2.0036 2.0305 -2.5357
C -4.3648 -0.3647 -2.9046
C -5.4217 -1.1973 -3.2597
C -5.4164 -2.3050 -2.3444
C -4.3617 -2.1063 -1.4610
H 0.8583 -0.2290 -3.3432
H 0.3187 0.9275 -2.1207
H -1.4585 -0.6247 -3.3120
H -0.8443 -1.9254 -2.2558
H 3.9428 0.0997 0.4950
H 5.9783 1.3943 -0.8020
H 5.1015 1.8067 -3.3559
H 2.6128 0.7503 -3.4842
H 1.9408 -3.6949 -0.6319
H 2.7532 -5.3514 -2.6837
H 3.2711 -3.7014 -4.8086
H 2.6933 -1.1913 -3.9800
H -3.2100 1.7653 0.4907
H -2.9130 4.3460 -0.3315
H -1.7899 4.2121 -2.8213
H -1.7075 1.5525 -3.4623
H -4.0520 0.5756 -3.3333
H -6.1061 -1.0426 -4.0827
H -6.1012 -3.1413 -2.3541
H -4.0185 -2.6929 -0.6220
S 1.0036 0.5266 7.9553
C 1.0821 0.0603 6.4609
N 1.1374 -0.2958 5.3014
*
```

=====

The following is a quantum chemistry calculation of a cluster of 2 separate species, C4H9NO in total, from the OMol25 dataset.

Values from the calculation:
ΔE to the lowest compared entry with this formula, charge and spin = 690.6 kJ/mol
strongest force on any atom = 0.1391 hartree/bohr
orbital gap = 6.724 eV

```
! wB97M-V def2-TZVPD RIJCOSX def2/J DEFGRID3
* xyz 0 1
O -1.5965 0.2169 -0.8089
C -0.5915 -0.3075 -0.2680
C 0.8306 -0.0698 -1.0083
C 0.3985 0.6652 0.3468
C 1.2471 0.1195 1.5034
N 1.9378 -0.8352 -0.8021
H -0.7095 -1.2782 0.1829
H 0.8310 0.6875 -1.7869
H -4.2580 0.2095 -0.6551
H 0.1239 1.7078 0.2731
H 1.0337 0.5638 2.4838
H 2.2887 0.2088 1.2282
H 1.1062 -0.9730 1.5372
H -4.4850 0.8359 -0.9753
H 1.8430 -1.7513 -1.2509
*
```

=====

The following is a quantum chemistry calculation of the molecule C4H8N6O2, from the OMol25 dataset.

Values from the calculation:
ΔE to the lowest compared entry with this formula, charge and spin = 291.2 kJ/mol
strongest force on any atom = 0.1098 hartree/bohr
orbital gap = 7.979 eV

```
! wB97M-V def2-TZVPD RIJCOSX def2/J DEFGRID3
* xyz 0 1
C -0.0661 0.5946 0.0371
C -0.4683 -0.7602 0.1638
C 1.2699 0.9381 0.0317
C 0.5426 -1.6397 0.2966
N 2.0545 -0.1235 0.0787
N -1.1266 1.6475 0.1423
N -1.8245 -1.0217 0.2005
N 1.7384 2.1462 -0.1259
N 1.1462 -2.6750 -0.1535
N 3.3475 -0.1824 -0.0735
O 4.0382 0.8218 -0.2633
O 3.8204 -1.3198 0.0247
H -0.7371 2.3292 0.7625
H -1.0555 2.2515 -0.7805
H -2.4591 -0.2454 0.5753
H -2.1685 -1.9491 0.1115
H 2.6125 2.3333 0.2616
H 1.1096 2.9691 0.1454
H 1.8629 -3.2090 0.4197
H 1.4564 -2.8517 -1.1867
*
```